Record 1
Computed, not measured: 11 unconnected molecules or ions with the total composition C78H176N9O2 at a distorted geometry, with ωB97M-V with the def2-TZVPD basis set.

CARTESIAN COORDINATES (ANGSTROEM)
C 3.89 7.05 -2.90
C 5.16 6.41 -3.54
C 5.73 7.32 -4.57
O 6.03 5.79 -2.59
H 3.79 6.49 -1.97
H 3.08 6.83 -3.59
H 3.80 8.12 -2.71
H 4.74 5.58 -4.11
H 6.40 6.84 -5.28
H 6.31 8.19 -4.29
H 4.87 7.60 -5.18
C 0.48 2.70 0.03
C -0.48 1.96 0.86
C -0.47 0.50 0.61
O -0.23 2.21 2.24
H 0.37 2.41 -1.02
H 1.49 2.30 0.12
H 0.50 3.77 0.27
H -1.49 2.33 0.66
H -0.58 0.40 -0.47
H -1.43 0.13 0.98
H 0.33 -0.14 0.98
C -2.17 6.12 -4.62
C -1.57 5.33 -5.83
C -1.26 3.91 -5.48
N -0.37 3.25 -6.53
C -1.15 2.73 -7.75
C 0.17 1.84 -5.93
C 1.34 1.55 -6.82
C 1.87 2.87 -7.37
C 0.93 4.01 -6.89
H -2.71 7.03 -4.86
H -1.38 6.39 -3.92
H -2.83 5.44 -4.07
H -0.70 5.88 -6.20
H -2.29 5.23 -6.65
H -2.15 3.32 -5.28
H -0.71 3.95 -4.53
H -1.50 3.59 -8.32
H -1.97 2.14 -7.32
H -0.56 2.11 -8.41
H -0.61 1.07 -5.91
H 0.36 2.08 -4.89
H 1.09 1.02 -7.74
H 2.10 0.95 -6.32
H 1.80 2.80 -8.45
H 2.88 3.19 -7.12
H 0.76 4.79 -7.64
H 1.24 4.53 -5.98
C -10.50 0.10 3.32
C -9.52 1.11 2.80
C -9.65 1.33 1.24
N -8.60 2.48 0.79
C -8.79 3.67 1.74
C -7.16 1.95 0.83
C -6.50 2.43 -0.50
C -7.73 2.17 -1.46
C -8.86 2.80 -0.69
H -10.34 0.00 4.40
H -10.43 -0.88 2.86
H -11.49 0.34 2.92
H -8.45 0.97 2.98
H -9.72 2.00 3.39
H -10.54 1.93 1.04
H -9.56 0.50 0.55
H -7.98 4.38 1.58
H -8.45 3.36 2.73
H -9.76 4.15 1.73
H -6.60 2.35 1.67
H -7.10 0.86 0.72
H -6.26 3.49 -0.52
H -5.65 1.77 -0.68
H -7.71 2.69 -2.42
H -7.94 1.12 -1.64
H -8.78 3.88 -0.81
H -9.84 2.39 -0.93
C 3.05 2.43 8.66
C 3.90 2.29 7.39
C 3.74 3.38 6.32
N 4.76 3.28 5.17
C 4.64 1.88 4.45
C 6.27 3.47 5.63
C 6.95 4.22 4.55
C 5.89 5.23 4.15
C 4.55 4.49 4.19
H 3.23 1.61 9.35
H 2.02 2.62 8.36
H 3.34 3.38 9.11
H 3.49 1.35 7.01
H 4.93 1.95 7.55
H 3.85 4.41 6.66
H 2.71 3.39 5.97
H 5.24 1.87 3.54
H 3.57 1.76 4.24
H 4.94 1.14 5.19
H 6.86 2.58 5.87
H 6.15 4.20 6.43
H 7.02 3.64 3.63
H 7.91 4.65 4.85
H 5.99 5.70 3.17
H 5.81 5.95 4.96
H 4.23 4.02 3.26
H 3.79 5.18 4.57
C -4.83 10.82 6.44
C -4.19 10.14 5.19
C -2.95 9.32 5.58
N -2.24 8.57 4.33
C -2.92 7.22 4.12
C -2.13 9.54 3.07
C -1.00 9.15 2.29
C -0.05 8.60 3.35
C -0.75 8.17 4.55
H -5.85 11.12 6.23
H -4.36 11.71 6.85
H -4.86 10.14 7.29
H -4.03 11.00 4.54
H -4.83 9.47 4.61
H -3.38 8.55 6.22
H -2.14 9.87 6.06
H -2.41 6.71 3.30
H -3.99 7.35 3.94
H -2.81 6.75 5.10
H -3.06 9.54 2.50
H -1.92 10.52 3.48
H -1.33 8.53 1.46
H -0.63 10.06 1.81
H 0.44 7.78 2.84
H 0.77 9.30 3.50
H -0.58 7.27 5.15
H -0.52 8.88 5.34
C -5.53 -2.58 4.03
C -4.37 -2.49 5.01
C -4.41 -1.02 5.66
N -3.35 -0.91 6.80
C -1.89 -1.06 6.19
C -3.48 -1.91 7.98
C -2.80 -1.28 9.19
C -3.19 0.19 9.03
C -3.41 0.48 7.50
H -5.47 -2.02 3.10
H -6.53 -2.46 4.44
H -5.49 -3.53 3.50
H -3.49 -2.64 4.38
H -4.19 -3.28 5.75
H -5.36 -0.73 6.11
H -4.25 -0.14 5.04
H -1.98 -0.66 5.18
H -1.48 -2.06 6.02
H -1.32 -0.36 6.80
H -3.01 -2.87 7.79
H -4.55 -2.10 8.12
H -1.73 -1.51 9.15
H -3.14 -1.82 10.07
H -2.41 0.79 9.51
H -4.20 0.29 9.42
H -2.72 1.22 7.11
H -4.48 0.59 7.29
C 4.09 -10.38 2.61
C 4.47 -9.04 2.26
C 4.63 -8.06 3.52
N 5.17 -6.59 3.20
C 6.65 -6.76 2.79
C 5.09 -5.77 4.49
C 3.68 -5.07 4.34
C 3.65 -4.62 2.81
C 4.27 -5.81 2.11
H 4.89 -10.84 3.19
H 3.90 -11.02 1.75
H 3.18 -10.41 3.21
H 3.68 -8.68 1.61
H 5.48 -9.06 1.84
H 5.35 -8.50 4.20
H 3.63 -8.07 3.96
H 7.03 -5.75 2.62
H 6.50 -7.18 1.80
H 7.30 -7.23 3.54
H 5.89 -5.02 4.50
H 5.13 -6.39 5.38
H 3.56 -4.18 4.95
H 2.89 -5.75 4.66
H 4.32 -3.77 2.70
H 2.61 -4.51 2.51
H 5.00 -5.29 1.48
H 3.57 -6.46 1.57
C -5.02 -3.91 -3.40
C -4.84 -3.99 -5.01
C -5.25 -5.42 -5.63
N -5.82 -5.43 -7.03
C -7.15 -4.75 -6.91
C -4.98 -4.86 -8.24
C -5.44 -5.60 -9.55
C -6.35 -6.70 -9.10
C -6.05 -6.89 -7.61
H -4.56 -2.99 -3.05
H -4.51 -4.65 -2.79
H -6.08 -4.01 -3.13
H -3.78 -3.75 -5.11
H -5.41 -3.28 -5.59
H -6.01 -5.91 -5.01
H -4.41 -6.11 -5.71
H -7.00 -3.69 -6.67
H -7.91 -5.22 -6.28
H -7.53 -4.68 -7.93
H -5.27 -3.84 -8.49
H -3.94 -4.89 -7.91
H -5.99 -4.91 -10.20
H -4.59 -5.86 -10.19
H -7.37 -6.42 -9.36
H -6.16 -7.58 -9.71
H -6.81 -7.42 -7.03
H -5.15 -7.48 -7.39
C 0.36 -5.58 -1.98
C 0.61 -6.61 -3.12
C 1.44 -7.86 -2.59
N 1.84 -8.89 -3.67
C 2.91 -8.36 -4.62
C 0.65 -9.53 -4.37
C 1.08 -10.98 -4.87
C 2.06 -11.39 -3.77
C 2.46 -10.16 -3.02
H 0.08 -4.69 -2.55
H 1.17 -5.27 -1.33
H -0.44 -5.87 -1.29
H 1.07 -6.11 -3.97
H -0.37 -7.02 -3.38
H 0.88 -8.42 -1.83
H 2.35 -7.53 -2.08
H 3.30 -9.27 -5.08
H 3.70 -7.67 -4.34
H 2.44 -7.73 -5.38
H 0.46 -8.88 -5.22
H -0.25 -9.43 -3.76
H 1.64 -11.17 -5.78
H 0.17 -11.56 -5.01
H 2.90 -11.97 -4.14
H 1.64 -12.11 -3.07
H 3.52 -10.04 -2.79
H 2.00 -10.21 -2.03
C 4.86 -0.68 -2.17
C 6.27 -0.73 -2.70
C 7.08 0.40 -2.13
N 8.41 0.67 -2.80
C 9.15 -0.71 -2.97
C 9.22 1.75 -2.05
C 9.88 2.63 -3.15
C 9.49 2.13 -4.49
C 8.36 1.21 -4.24
H 4.81 -0.74 -1.08
H 4.37 -1.61 -2.46
H 4.19 0.12 -2.50
H 6.14 -0.73 -3.78
H 6.69 -1.70 -2.45
H 7.32 0.48 -1.07
H 6.42 1.27 -2.24
H 10.17 -0.44 -3.23
H 8.71 -1.34 -3.74
H 9.22 -1.24 -2.02
H 10.07 1.26 -1.56
H 8.57 2.32 -1.40
H 10.95 2.54 -2.95
H 9.53 3.66 -3.04
H 10.31 1.51 -4.86
H 9.18 2.98 -5.10
H 8.25 0.50 -5.06
H 7.39 1.71 -4.17

The total charge is +7. The calculation puts the HOMO-LUMO gap at 2.0 eV. The calculation puts the LUMO energy at -10.5 eV. As for the strongest force on any atom: 4.59 eV/A.

Here are the Mulliken charges for atoms 1 to 6, given in e: number 1, C, carries -1.01; number 2, C, carries 0.78; number 3, C, carries -1.22; number 4, O, carries -0.94; number 5, H, carries 0.28; number 6, H, carries 0.15


Record 2
Computed, not measured: a single C4H9N molecule at a distorted geometry, with ωB97M-V with the def2-TZVPD basis set.

CARTESIAN COORDINATES (ANGSTROEM)
C 1.94 0.27 -0.02
N 0.86 -0.71 -0.07
C -0.38 -0.33 0.54
C -1.65 -0.39 -0.26
C -1.03 0.97 -0.10
H 2.25 0.33 1.02
H 2.76 -0.03 -0.75
H 1.61 1.36 -0.32
H 0.65 -0.90 -1.03
H -0.52 -0.39 1.64
H -2.47 -0.63 0.44
H -1.72 -0.92 -1.20
H -0.39 1.37 -0.87
H -1.56 1.62 0.54

The calculation puts the HOMO-LUMO gap at 9.8 eV. The calculation puts the LUMO energy at 1.3 eV. As for the strongest force on any atom: 2.06 eV/A. Its energy relative to the best compared isomer or geometry (same formula, charge and spin) is 144.31 kJ/mol.

Here are the natural (NBO) charges for atoms 1 to 6, given in e: number 1, C, carries -0.41; number 2, N, carries -0.62; number 3, C, carries -0.05; number 4, C, carries -0.43; number 5, C, carries -0.45; number 6, H, carries 0.20


Record 3
Computed, not measured: a molecular structure, C32H51N4OP2PdS at a distorted geometry, with ωB97M-V with the def2-TZVPD basis set.

CARTESIAN COORDINATES (ANGSTROEM)
C 0.35 1.64 -2.83
C -1.15 -0.12 -2.77
C -0.03 1.99 -4.13
C -1.70 0.30 -4.00
C -1.12 1.34 -4.71
H 0.60 2.70 -4.65
H -2.57 -0.23 -4.37
H -1.48 1.62 -5.69
N -0.32 0.74 -2.13
P 1.52 2.38 -0.43
P -1.81 -2.27 -0.80
C 1.64 2.22 -2.25
H 2.51 1.56 -2.46
H 1.88 3.15 -2.79
C -1.23 -1.54 -2.36
H -2.04 -1.92 -3.02
C -1.77 -4.13 -1.22
C -3.25 -1.76 0.31
C 3.25 1.99 0.16
C 1.01 4.20 -0.20
C -0.62 -4.66 -0.35
H -0.73 -4.39 0.71
H -0.60 -5.75 -0.43
H 0.34 -4.27 -0.70
C -3.05 -4.93 -0.92
H -3.37 -4.92 0.12
H -3.89 -4.62 -1.56
H -2.83 -5.97 -1.18
C -1.41 -4.36 -2.69
H -1.34 -5.44 -2.87
H -2.15 -3.93 -3.38
H -0.42 -3.95 -2.92
C -3.03 -2.48 1.68
H -2.04 -2.22 2.09
H -3.79 -2.17 2.42
H -3.08 -3.59 1.60
C -3.17 -0.22 0.46
H -2.15 0.12 0.75
H -3.43 0.26 -0.51
H -3.88 0.12 1.24
C -4.63 -2.13 -0.29
H -4.75 -3.20 -0.51
H -5.41 -1.83 0.43
H -4.79 -1.58 -1.23
C 1.37 4.69 1.21
H 0.97 5.71 1.32
H 0.90 4.07 1.98
H 2.45 4.75 1.39
C -0.51 4.27 -0.36
H -0.85 3.96 -1.35
H -1.01 3.66 0.41
H -0.82 5.32 -0.20
C 1.65 5.11 -1.25
H 1.38 6.14 -1.02
H 2.75 5.05 -1.27
H 1.27 4.90 -2.26
C 3.62 0.57 -0.32
H 3.92 0.54 -1.38
H 4.47 0.18 0.27
H 2.79 -0.14 -0.17
C 3.28 1.96 1.70
H 2.57 1.22 2.09
H 4.30 1.67 2.03
H 3.05 2.93 2.15
C 4.21 3.06 -0.37
H 4.17 3.16 -1.47
H 4.02 4.05 0.08
H 5.24 2.79 -0.11
Pd 0.27 0.52 0.01
C -0.10 1.22 1.89
O -0.53 2.31 2.21
N 0.58 -1.57 -0.40
C 0.49 -1.92 -1.61
C 1.50 -2.47 -2.59
C 2.74 -3.05 -2.22
C 1.16 -2.32 -3.94
C 3.58 -3.56 -3.23
H 3.02 -3.08 -1.15
C 2.00 -2.83 -4.94
H 0.23 -1.77 -4.17
C 3.20 -3.46 -4.58
H 4.54 -4.05 -2.98
H 1.69 -2.72 -5.98
H 3.83 -3.89 -5.36
N -1.02 1.40 4.78
C -0.11 0.47 4.56
N 0.53 -0.11 5.58
S 0.29 -0.18 2.97
H -1.25 1.70 5.71
H -1.36 1.98 3.98
H 1.24 -0.80 5.39
H 0.41 0.21 6.53

The total charge is +3. The calculation puts the HOMO-LUMO gap (spin up / spin down) at 6.5 / 5.0 eV. The calculation puts the LUMO energy (spin up / spin down) at -8.3 / -11.7 eV. As for the strongest force on any atom: 4.26 eV/A. Its spin multiplicity is 5. Its expectation value of S² is 6.045. Its energy relative to the best compared isomer or geometry (same formula, charge and spin) is 309.79 kJ/mol.

Here are the Mulliken charges for atoms 1 to 6, given in e: number 1, C, carries 0.37; number 2, C, carries 0.28; number 3, C, carries -0.68; number 4, C, carries -0.76; number 5, C, carries -1.04; number 6, H, carries 0.60


> Which value of strongest force on any atom does entry 3 give?

4.26 eV/A


> Which of these has the lowest strongest force on any atom?

C4H9N


> Among the records above, which one has the highest strongest force on any atom?

C78H176N9O2


> strongest force on any atom of number 2 (C4H9N)?

2.06 eV/A